No. 1
The following is a quantum chemistry calculation of 2 unconnected molecules or ions with the total composition C24H29O3Si in a non-equilibrium geometry, from OMol25.

Geometry as XYZ:
```
57
Properties=species:S:1:pos:R:3:forces:R:3
Si -0.2992 -4.5095 0.8208 -0.8319 0.0668 -0.2555
O 5.1634 1.1366 3.1653 -1.3320 -0.4198 0.2962
O -5.9519 -4.9980 -1.2192 0.2347 -0.3457 -0.2305
O -4.9251 1.1921 3.3433 1.4124 -0.4055 -0.3455
C 0.1164 -1.2794 3.2691 0.3283 0.9661 1.1538
C 3.9319 0.6181 3.3785 0.4780 0.3602 -0.4919
C -3.7009 0.6156 3.2384 -0.3752 0.3504 0.0444
C 2.5852 -1.3940 3.4478 -0.2525 0.3066 -0.0014
C -3.6491 -5.8200 -1.2676 -0.4789 0.3413 0.1719
C -4.3602 -3.9693 0.1768 -0.1868 -0.4763 -0.4676
C -2.3560 -5.6795 -0.7743 -0.1578 0.3595 0.2539
C 0.8394 -4.1801 -0.6039 0.3037 0.2033 -0.0173
C -3.5408 -0.6814 3.7966 0.0305 0.3210 -0.1324
C -2.0518 -4.6919 0.1753 0.4153 0.1906 0.2996
C -1.3631 0.6465 2.6298 0.0299 -0.0333 -0.0379
C -1.1489 -0.6357 3.2197 -0.6226 0.0349 -0.4034
C 2.7661 1.4193 3.4739 -0.1469 -0.2408 -0.1747
C 5.2608 2.5358 2.8240 0.1091 0.0419 0.1481
C -4.6611 -4.9542 -0.7929 0.4448 -0.0502 0.0459
C -2.3085 -1.2952 3.7531 0.2405 0.1012 -0.3113
C 0.1574 -6.1085 1.6443 0.2738 -0.0565 0.3718
C 1.3759 -0.6223 3.3365 0.3168 0.0474 -0.0004
C 1.5309 0.7991 3.4266 0.2206 0.2236 0.1524
C -5.0678 2.5411 2.8456 -0.1259 -0.1036 0.0663
C -2.5992 1.2481 2.6020 -0.3735 0.1077 0.1615
C 3.8239 -0.7967 3.4638 -0.0367 0.1553 -0.0060
C -6.3044 -5.9763 -2.2162 0.0807 0.3269 0.3358
C -3.0663 -3.8465 0.6528 -0.1185 -0.3692 -0.3864
H 1.1846 -6.0551 2.0261 -0.1349 -0.2198 -0.0123
H 0.0930 -6.9324 0.9164 0.0395 0.2581 0.2179
H 4.8764 3.1708 3.6349 0.2386 -0.2067 -0.1886
H -4.5074 3.2444 3.4772 -0.1530 -0.2240 -0.1264
H 2.4958 -2.4761 3.5361 0.1088 0.1903 -0.1928
H -5.1619 -3.3261 0.5248 0.0443 -0.0808 -0.0546
H -3.8709 -6.5876 -2.0097 0.0588 0.2602 0.2508
H -0.5196 -6.3325 2.4784 0.1639 -0.0132 -0.1688
H 6.3320 2.6960 2.6902 -0.2701 0.1061 0.0179
H 0.5900 -3.2304 -1.0926 0.0848 -0.2065 0.0245
H -4.7330 2.6326 1.8028 -0.2220 -0.1331 0.2865
H 4.7395 -1.3836 3.5127 -0.2275 0.1405 -0.0445
H 4.7211 2.7644 1.8923 0.1468 -0.2381 0.2775
H 0.6602 1.4469 3.5041 0.3471 -0.2994 0.1563
H -4.4103 -1.1613 4.2474 0.2906 0.1125 -0.1406
H -6.1312 -6.9993 -1.8487 -0.0680 0.2971 -0.0813
H -2.8383 -3.0867 1.4045 -0.0611 -0.1645 -0.2187
H 0.1230 -2.3556 3.4552 -0.0200 0.3169 -0.0879
H -6.1380 2.7335 2.9152 0.2092 0.1029 -0.0455
H -1.5753 -6.3548 -1.1384 -0.2458 0.2236 0.0914
H 0.7541 -4.9902 -1.3414 0.0780 0.2116 0.1544
H 2.8340 2.5132 3.5669 -0.0790 -0.7273 -0.1229
H -0.2982 -3.3100 1.7757 0.0348 -0.6784 -0.4322
H -2.7219 2.2143 2.0913 0.1275 -0.6233 0.4019
H -7.3705 -5.8090 -2.3818 0.2241 -0.1576 -0.0730
H -0.5485 1.1927 2.1567 -0.3134 -0.4417 -0.1184
H 1.8741 -4.1314 -0.2433 -0.0589 -0.0156 -0.2427
H -5.7435 -5.8141 -3.1492 -0.1586 -0.0160 0.2683
H -2.1910 -2.3028 4.1518 -0.0645 0.2225 -0.0356
```
Positions in Å, forces in eV/Å.

Computed properties:
Maximum force ... 1.54 eV/A
HOMO ... -10.18 eV
Net charge ... +1
Energy relative to the best compared isomer or geometry (same formula, charge and spin) ... 0.00 kcal/mol
Gap between HOMO and LUMO ... 5.09 eV

No. 2
The following is a quantum chemistry calculation of a single C5H7NO molecule, from OMol25.

Geometry as XYZ:
```
14
Properties=species:S:1:pos:R:3:forces:R:3
O -0.0816 -2.3593 -1.2461 0.2057 0.4241 0.8132
N 0.5026 1.0842 -0.7704 -0.2085 -0.1560 -0.3735
C -0.4339 1.1270 0.3350 -0.1280 0.0099 0.1034
C 0.2159 -1.8025 -0.2587 -0.1528 -0.3714 -0.4130
C -0.0131 0.0886 1.4001 -0.0283 0.0525 0.0784
C 0.5817 -1.1898 0.8424 -0.0611 -0.1846 -0.1180
C 0.0658 0.5868 -1.8473 0.1367 0.1397 0.0836
H -1.4686 0.9269 0.0052 0.1637 -0.0252 -0.0093
H 0.7330 0.5317 2.0663 -0.0495 -0.0836 -0.1599
H 1.4343 -1.6504 1.3279 -0.0824 -0.0049 0.0280
H -0.4167 2.1280 0.7820 -0.0097 -0.1991 -0.0424
H -0.8873 -0.1444 2.0211 0.1361 0.1188 -0.0518
H 0.7518 0.3880 -2.6704 -0.0766 0.2483 0.0134
H -0.9840 0.2850 -1.9870 0.1548 0.0317 0.0480
```
Positions in Å, forces in eV/Å.

Computed properties:
Maximum force ... 0.94 eV/A
HOMO ... -8.80 eV
Energy relative to the best compared isomer or geometry (same formula, charge and spin) ... 48.45 kcal/mol
Gap between HOMO and LUMO ... 9.68 eV

No. 3
The following is a quantum chemistry calculation of 2 unconnected molecules or ions with the total composition C4H9Cl2NO in a non-equilibrium geometry, from OMol25.

Geometry as XYZ:
```
17
Properties=species:S:1:pos:R:3:forces:R:3
Cl -3.6319 0.3427 -0.7391 -0.2152 0.1144 -0.1532
Cl -2.1638 -2.1621 -0.6816 0.1283 0.0066 -0.0370
O 0.9776 -1.1363 -0.8090 -0.0995 0.1499 -0.1684
N -0.6835 0.5534 -0.4476 1.5252 0.4319 -0.4890
C 0.7512 -0.1074 1.3913 -0.0512 -0.0792 -0.3673
C 1.5452 1.1515 -0.6489 0.1206 -0.3951 0.1674
C 0.6037 0.0441 -0.1227 1.1921 1.1718 0.0564
C -2.3819 -0.5796 -0.0337 -2.9489 -1.6175 1.2212
H 1.2919 2.0999 -0.1867 0.0630 0.1237 0.0631
H 0.1834 -0.9649 1.7481 -0.0994 -0.0784 0.0735
H 2.5723 0.8833 -0.4246 0.2111 0.0362 0.0643
H 0.3797 0.7901 1.8762 -0.0375 0.0661 0.1146
H 0.5076 -1.8901 -0.4366 -0.1852 0.0243 0.0041
H -0.8146 0.5448 -1.4550 0.2687 0.0715 -0.3535
H 1.7976 -0.2506 1.6478 0.0499 -0.0523 0.0297
H 1.4323 1.2346 -1.7266 0.0053 -0.0065 -0.0866
H -2.3668 -0.5534 1.0489 0.0728 0.0325 -0.1393
```
Positions in Å, forces in eV/Å.

Computed properties:
Maximum force ... 3.58 eV/A
Spin multiplicity ... 3
HOMO (alpha / beta) ... -6.56 / -10.08 eV
Gap between HOMO and LUMO (alpha / beta) ... 7.36 / 8.16 eV

maximum force of number 1 (C24H29O3Si)?
1.54 eV/A

maximum force of number 2 (C5H7NO)?
0.94 eV/A